1.
{
  "formula": "C26H48O14P2S",
  "method": "the ωB97M-V functional and the def2-TZVPD basis",
  "max_force_ev_per_a": 5.78,
  "homo_ha": -0.320,
  "total_energy_ev": -85808.836,
  "species": ["S", "P", "P", "O", "O", "O", "O", "O", "O", "O", "O", "O", "O", "O", "O", "O", "O", "C", "C", "C", "C", "C", "C", "C", "C", "C", "C", "C", "C", "C", "C", "C", "C", "C", "C", "C", "C", "C", "C", "C", "C", "C", "C", "H", "H", "H", "H", "H", "H", "H", "H", "H", "H", "H", "H", "H", "H", "H", "H", "H", "H", "H", "H", "H", "H", "H", "H", "H", "H", "H", "H", "H", "H", "H", "H", "H", "H", "H", "H", "H", "H", "H", "H", "H", "H", "H", "H", "H", "H", "H", "H"],
  "positions_angstrom": [[-1.025, -1.638, 2.029], [-4.204, -5.725, 4.457], [-2.336, -5.018, 3.596], [2.874, -2.029, -3.681], [-5.536, -4.851, 3.946], [-0.339, -2.318, 0.928], [1.503, 4.279, -4.064], [4.261, 0.732, -3.900], [2.284, -0.157, -1.296], [-4.336, -7.148, 4.035], [-4.106, -5.760, 6.141], [-0.400, 3.616, -6.415], [-0.731, 6.494, -5.341], [-0.249, -1.627, 3.503], [0.308, -3.855, 3.484], [-2.283, -2.673, 2.353], [-1.333, -0.329, 1.474], [2.665, -4.551, 3.276], [-1.911, 1.028, 6.190], [-0.508, -3.157, 5.590], [5.544, 1.156, -4.309], [-1.736, 5.555, -5.708], [-0.622, -2.908, 4.043], [0.933, 4.121, -6.405], [-2.164, -3.130, 3.750], [-2.991, -0.803, 4.718], [2.596, -1.545, -1.287], [1.643, -3.332, 3.353], [1.771, 3.568, -5.264], [-4.234, -0.103, 2.501], [-1.272, 4.139, -5.416], [3.600, -0.025, -4.906], [-3.411, 0.233, 3.778], [3.540, -1.884, -2.428], [-3.256, -2.328, 4.561], [-2.298, 2.061, 5.223], [1.093, 0.123, -0.586], [-3.049, 1.642, 4.038], [0.403, -2.549, 6.471], [-2.255, -0.353, 5.916], [2.453, -0.818, -4.303], [-0.897, 7.734, -5.995], [1.929, 3.568, -2.917], [-4.214, -2.429, 3.973], [-0.803, 7.609, -7.080], [1.389, 2.618, -2.834], [0.100, -1.791, 7.235], [1.680, -2.140, -1.380], [-0.830, 4.053, -4.422], [-5.832, -4.291, 4.695], [-3.493, -5.038, 6.386], [-1.868, 8.177, -5.749], [0.241, -0.378, -1.057], [1.473, -2.894, 6.427], [-1.216, -3.924, 6.021], [-4.090, -1.137, 2.109], [0.943, 5.212, -6.425], [-3.341, 2.442, 3.322], [1.182, -0.191, 0.457], [4.365, -1.173, -2.499], [3.686, -4.069, 3.308], [5.478, 1.789, -5.201], [3.080, -1.771, -0.329], [-5.341, 0.056, 2.637], [1.984, -2.711, 4.222], [1.761, -2.794, 2.368], [4.306, -0.710, -5.390], [3.206, 0.680, -5.650], [6.188, 0.291, -4.508], [-0.106, 8.404, -5.657], [1.552, 2.502, -5.132], [5.985, 1.734, -3.496], [-2.467, -5.324, 2.200], [1.855, -0.212, -3.620], [2.837, 3.695, -5.496], [2.526, -5.153, 2.347], [1.794, -1.129, -5.118], [0.921, 1.199, -0.621], [-2.151, 3.489, -5.433], [3.008, 3.386, -2.954], [1.700, 4.172, -2.038], [-2.017, 3.117, 5.420], [-3.912, 0.631, 1.708], [-3.473, -2.807, 5.558], [-1.936, -1.114, 6.670], [1.376, 3.778, -7.345], [2.540, -5.142, 4.222], [-2.632, 5.779, -5.118], [3.978, -2.864, -2.221], [-1.359, 1.286, 7.128], [-1.970, 5.650, -6.775]],
  "mulliken_charge": [1.42, 0.95, -0.11, -0.50, -0.50, -0.66, -0.37, -0.13, -0.32, -0.63, -0.56, -0.48, -0.25, -0.59, -0.21, -0.50, -0.58, -1.30, -0.91, -0.32, -0.94, -0.58, 1.01, -0.56, 0.69, -0.11, -0.39, 0.25, -0.20, -1.44, -0.35, -0.62, 1.28, -0.44, -0.82, -0.55, -0.65, -0.75, -0.83, -0.47, -0.40, -0.78, -0.60, 0.55, 0.32, 0.20, 0.23, 0.30, 0.15, 0.34, 0.35, 0.32, 0.36, 0.28, 0.17, 0.18, 0.19, 0.35, 0.19, 0.15, 0.38, 0.32, 0.34, 0.38, 0.27, -0.12, 0.42, 0.44, 0.35, 0.23, 0.10, 0.25, 0.14, 0.12, 0.44, 0.31, 0.44, 0.33, 0.40, 0.26, 0.35, 0.38, 0.35, 0.44, 0.54, 0.42, 0.33, 0.42, 0.39, 0.35, 0.35]
}

2.
{
  "formula": "C26H48O2P2Pt",
  "method": "the ωB97M-V functional and the def2-TZVPD basis",
  "max_force_ev_per_a": 5.39,
  "relative_energy_kcal_mol": 33.5,
  "homo_ha": [-0.425, -0.456],
  "spin_multiplicity": 5,
  "total_energy_ev": -53638.782,
  "charge": 2,
  "species": ["Pt", "P", "P", "O", "O", "C", "C", "C", "C", "C", "C", "C", "C", "C", "C", "C", "C", "C", "C", "C", "C", "C", "C", "C", "C", "C", "C", "C", "C", "C", "C", "H", "H", "H", "H", "H", "H", "H", "H", "H", "H", "H", "H", "H", "H", "H", "H", "H", "H", "H", "H", "H", "H", "H", "H", "H", "H", "H", "H", "H", "H", "H", "H", "H", "H", "H", "H", "H", "H", "H", "H", "H", "H", "H", "H", "H", "H", "H", "H"],
  "positions_angstrom": [[0.827, -0.949, -0.619], [2.223, 3.577, 1.006], [0.954, -5.766, 0.772], [2.731, -0.080, 1.516], [0.818, -0.901, 2.262], [-3.650, -0.247, -0.392], [-0.540, -1.015, -2.122], [2.122, 0.360, -1.387], [1.488, -0.737, 3.520], [-0.477, -5.322, -0.348], [-2.796, -0.268, 0.747], [1.635, -0.546, 1.223], [-3.804, 1.108, -0.802], [-0.778, 0.310, -2.837], [3.977, 3.039, 0.759], [-2.357, -1.450, 1.519], [-3.046, 1.922, 0.082], [-2.435, 1.077, 1.048], [-1.594, 1.511, 2.180], [2.281, 3.861, 2.822], [1.739, -1.234, -3.354], [-2.942, 3.396, 0.035], [0.848, 1.017, -1.051], [0.813, -4.688, 2.269], [-4.635, 1.593, -1.920], [2.410, 5.315, 0.455], [2.505, 0.004, -2.797], [0.657, -1.799, -2.450], [-0.038, 1.499, -2.174], [-4.266, -1.433, -1.034], [2.452, -5.095, -0.130], [0.555, 2.059, -2.915], [-4.944, 0.761, -2.567], [3.350, 5.717, 0.839], [1.559, 5.879, 0.844], [1.435, 4.510, 3.081], [-5.250, -1.173, -1.443], [-1.859, 0.514, -2.832], [-0.554, 1.707, 1.869], [-1.184, -4.537, -0.026], [2.395, 0.898, -3.413], [4.629, 3.685, 1.373], [-0.464, 0.214, -3.885], [2.309, -4.751, -1.175], [2.496, -2.023, -3.491], [-5.544, 2.096, -1.554], [1.793, 0.299, 3.692], [-2.048, 3.737, 0.571], [3.074, -6.034, -0.229], [1.315, -1.021, -4.339], [0.874, 1.700, -0.185], [-3.817, 3.872, 0.505], [0.463, -2.877, -2.566], [-3.662, -1.825, -1.867], [-1.994, 2.442, 2.607], [-1.099, -6.262, -0.295], [-0.241, -5.227, -1.422], [-2.882, -1.549, 2.489], [2.956, 0.728, -0.786], [3.229, 4.340, 3.098], [0.626, -5.461, 3.056], [2.172, 2.896, 3.332], [0.782, -1.018, 4.296], [-0.068, -4.034, 2.337], [3.572, -0.255, -2.788], [-4.083, 2.326, -2.526], [-2.532, -2.381, 0.959], [1.729, -4.175, 2.610], [4.073, 1.982, 1.065], [-4.397, -2.246, -0.308], [-1.280, -1.381, 1.756], [4.238, 3.143, -0.309], [-0.778, 2.195, -1.744], [-1.466, -1.543, -1.847], [2.355, -1.406, 3.571], [-2.892, 3.746, -1.004], [3.108, -4.406, 0.437], [2.398, 5.332, -0.637], [-1.569, 0.745, 2.966]],
  "lowdin_spin": [0.39, 0.00, 0.63, 0.02, 0.04, 0.32, 0.05, 0.05, 0.01, 0.10, 0.32, 0.10, 0.32, 0.01, 0.00, 0.06, 0.32, 0.32, 0.05, 0.00, 0.01, 0.05, 0.13, 0.10, 0.05, 0.00, 0.00, 0.08, 0.02, 0.04, 0.11, 0.01, 0.00, 0.00, 0.00, 0.00, 0.01, 0.00, 0.02, 0.02, 0.00, 0.00, 0.00, 0.01, 0.00, 0.02, 0.00, 0.00, 0.01, 0.00, 0.00, 0.02, 0.02, 0.02, 0.01, 0.01, 0.00, 0.02, 0.00, 0.00, 0.01, 0.00, 0.00, 0.01, 0.00, 0.01, 0.00, 0.01, 0.00, 0.00, 0.02, 0.00, 0.00, 0.01, 0.00, 0.01, 0.01, 0.00, 0.00]
}